a.
Density functional theory data (ωB97M-V with the def2-TZVPD basis set) for a structure of composition C3H6O3.

Cartesian coordinates (Å):
O: -1.26 1.08 0.72
C: -1.20 -0.29 0.43
C: 0.20 -0.88 0.49
O: 0.90 -0.86 -0.77
C: 1.42 0.16 -1.33
O: 1.21 1.36 -0.76
H: -0.57 1.53 0.21
H: -1.65 -0.54 -0.54
H: -1.79 -0.79 1.20
H: 0.17 -1.95 0.70
H: 0.81 -0.37 1.25
H: 1.75 1.54 -1.61

Net charge: 0
Kohn-Sham gap in eV: 10.3061
2S+1: 1

What are the natural (NBO) partial charges on each atom? They are as follows, in elementary charge units: O -0.716; C -0.095; C -0.136; O -0.484; C 0.372; O -0.734; H 0.483; H 0.172; H 0.190; H 0.209; H 0.204; H 0.534

---

b.
Density functional theory data (ωB97M-V with the def2-TZVPD basis set) for an isolated molecule of C3H6O3.

Cartesian coordinates (Å):
O: -2.12 -0.34 0.98
C: -1.26 0.44 0.62
O: -0.82 1.53 1.30
C: -0.30 0.25 -0.60
C: 0.80 -0.68 -0.23
O: 1.85 -0.73 -1.21
H: -1.47 1.65 2.05
H: 0.14 1.24 -0.91
H: -0.98 0.08 -1.63
H: 0.40 -1.63 0.03
H: 1.26 -0.19 0.63
H: 2.49 -1.60 -1.02

Structure (SMILES): O=C(O)CCO
Net charge: 0
Kohn-Sham gap in eV: 11.1095
2S+1: 1

What are the natural (NBO) partial charges on each atom? They are as follows, in elementary charge units: O -0.582; C 0.797; O -0.682; C -0.524; C -0.071; O -0.723; H 0.495; H 0.236; H 0.230; H 0.179; H 0.167; H 0.477

---

c.
Density functional theory data (ωB97M-V with the def2-TZVPD basis set) for a cluster of 2 separate species, C3H6O3 in total.

Cartesian coordinates (Å):
O: -1.55 1.52 -0.69
C: -1.06 0.99 -1.60
O: -0.57 0.45 -2.51
C: -0.28 -0.92 0.77
C: 0.72 0.25 0.74
O: 1.55 0.25 -0.42
H: -0.72 -0.95 1.77
H: 0.31 -1.84 0.64
H: -1.10 -0.95 0.00
H: 0.22 1.22 0.85
H: 1.40 0.17 1.59
H: 1.07 -0.20 -1.13

Structure (SMILES): O=C=O.CCO
Net charge: 0
Kohn-Sham gap in eV: 10.9265
2S+1: 1

What are the natural (NBO) partial charges on each atom? They are as follows, in elementary charge units: O -0.501; C 1.032; O -0.531; C -0.649; C -0.072; O -0.724; H 0.224; H 0.214; H 0.196; H 0.167; H 0.176; H 0.467

---

d.
Density functional theory data (ωB97M-V with the def2-TZVPD basis set) for an isolated molecule of C3H6O3.

Cartesian coordinates (Å):
C: 0.47 -1.03 -0.92
C: 0.27 0.31 -0.24
O: 1.45 1.03 -0.03
C: -0.74 0.44 0.74
O: -0.57 0.88 1.98
O: -1.94 0.41 0.21
H: 0.90 -0.88 -1.92
H: 1.17 -1.66 -0.35
H: -0.47 -1.57 -1.04
H: 2.21 0.42 0.03
H: -1.43 1.15 2.32
H: -1.33 0.49 -0.79

Structure (SMILES): CC(O)=C(O)O
Net charge: 0
Kohn-Sham gap in eV: 8.2087
2S+1: 1

What are the natural (NBO) partial charges on each atom? They are as follows, in elementary charge units: C -0.646; C -0.072; O -0.692; C 0.650; O -0.625; O -0.691; H 0.214; H 0.191; H 0.226; H 0.458; H 0.497; H 0.490

---

Which of them is most stable, and which least? Most stable: c; least stable: a.

---

a.
Density functional theory data (ωB97M-V with the def2-TZVPD basis set) for an isolated molecule of C3H6O3.

Cartesian coordinates (Å):
C: -1.35 0.07 0.65
C: -0.12 -0.80 0.65
O: 1.18 0.21 0.62
C: 1.47 0.66 -0.59
O: 2.32 1.45 -0.94
O: 0.65 0.04 -1.52
H: -2.13 -0.43 1.24
H: -1.74 0.18 -0.36
H: -1.15 1.06 1.06
H: 0.10 -1.22 1.63
H: -0.15 -1.63 -0.05
H: 0.92 0.42 -2.38

Structure (SMILES): CCOC(=O)O
Net charge: 0
Kohn-Sham gap in eV: 11.4631
2S+1: 1

What are the natural (NBO) partial charges on each atom? They are as follows, in elementary charge units: C -0.659; C -0.038; O -0.520; C 0.979; O -0.623; O -0.738; H 0.225; H 0.223; H 0.236; H 0.196; H 0.215; H 0.503

---

b.
Density functional theory data (ωB97M-V with the def2-TZVPD basis set) for an isolated molecule of C3H6O3.

Cartesian coordinates (Å):
O: -1.32 0.44 -1.03
C: -0.22 -0.07 -1.36
C: 0.52 -1.10 -0.60
O: 1.01 0.04 0.12
C: 0.07 0.60 1.44
O: -0.72 1.56 1.04
H: 0.21 0.15 -2.35
H: 1.35 -1.58 -1.12
H: -0.12 -1.78 -0.04
H: 0.85 0.91 2.13
H: -0.42 -0.35 1.70
H: -1.20 1.18 0.09

Structure (SMILES): O=CCOCO
Net charge: 0
Kohn-Sham gap in eV: 10.4691
2S+1: 1

What are the natural (NBO) partial charges on each atom? They are as follows, in elementary charge units: O -0.667; C 0.493; C -0.172; O -0.585; C 0.300; O -0.710; H 0.144; H 0.200; H 0.185; H 0.171; H 0.130; H 0.511

---

Which of them is most stable, and which least? Most stable: a; least stable: b.

---

a.
Density functional theory data (ωB97M-V with the def2-TZVPD basis set) for a structure of composition C3H6O3.

Cartesian coordinates (Å):
C: 2.08 -0.30 0.26
O: 0.69 -0.36 0.62
C: -0.15 0.04 -0.33
O: 0.16 0.38 -1.45
C: -1.57 0.07 0.25
O: -1.93 1.18 0.87
H: 2.28 -0.96 -0.58
H: 2.35 0.72 -0.01
H: 2.62 -0.62 1.15
H: -2.23 0.00 -0.98
H: -1.91 -0.91 0.63
H: -2.39 0.76 -0.42

Net charge: 0
Kohn-Sham gap in eV: 10.1735
2S+1: 1

What are the natural (NBO) partial charges on each atom? They are as follows, in elementary charge units: C -0.263; O -0.485; C 0.737; O -0.576; C 0.030; O -0.754; H 0.196; H 0.201; H 0.202; H 0.070; H 0.189; H 0.453

---

b.
Density functional theory data (ωB97M-V with the def2-TZVPD basis set) for an isolated molecule of C3H6O3.

Cartesian coordinates (Å):
C: -0.15 -1.64 1.01
O: 0.68 -0.46 1.12
C: 0.25 0.64 0.47
O: 0.71 0.51 -0.88
C: 0.03 1.31 -1.80
O: -0.78 2.17 -1.53
H: -1.20 -1.30 1.10
H: 0.10 -2.23 0.12
H: 0.15 -2.26 1.84
H: 0.66 1.54 0.89
H: -0.88 0.68 0.49
H: 0.44 1.05 -2.83

Structure (SMILES): COCOC=O
Net charge: 0
Kohn-Sham gap in eV: 11.4393
2S+1: 1

What are the natural (NBO) partial charges on each atom? They are as follows, in elementary charge units: C -0.255; O -0.526; C 0.227; O -0.531; C 0.642; O -0.571; H 0.176; H 0.185; H 0.196; H 0.176; H 0.149; H 0.132

---

c.
Density functional theory data (ωB97M-V with the def2-TZVPD basis set) for a cluster of 2 separate species, C3H6O3 in total.

Cartesian coordinates (Å):
C: -1.25 1.48 0.01
C: 0.12 1.59 -0.74
O: 0.32 1.10 -1.81
H: -2.03 0.90 -0.64
H: -1.85 2.43 0.15
H: -1.02 1.24 1.02
H: 0.77 2.29 -0.20
O: 0.45 -2.13 1.84
C: 0.52 -1.25 0.97
O: -0.03 -1.06 -0.27
H: 1.28 -0.55 1.05
H: 0.59 -0.60 -0.93

Structure (SMILES): CC=O.O=CO
Net charge: 0
Kohn-Sham gap in eV: 11.1110
2S+1: 1

What are the natural (NBO) partial charges on each atom? They are as follows, in elementary charge units: C -0.747; C 0.466; O -0.542; H 0.248; H 0.242; H 0.229; H 0.112; O -0.539; C 0.654; O -0.713; H 0.066; H 0.523

---

d.
Density functional theory data (ωB97M-V with the def2-TZVPD basis set) for a cluster of 2 separate species, C3H6O3 in total.

Cartesian coordinates (Å):
O: 0.50 1.69 0.00
C: -0.14 0.83 -0.56
C: -1.33 0.11 0.03
O: -2.33 -0.09 -0.95
H: 0.13 0.49 -1.58
H: -0.99 -0.89 0.34
H: -1.68 0.64 0.92
H: -2.75 0.76 -1.12
C: 2.16 -0.88 0.73
O: 1.22 -1.16 1.44
H: 2.64 0.11 0.74
H: 2.57 -1.62 0.01

Structure (SMILES): O=CCO.C=O
Net charge: 0
Kohn-Sham gap in eV: 10.5432
2S+1: 1

What are the natural (NBO) partial charges on each atom? They are as follows, in elementary charge units: O -0.517; C 0.413; C -0.182; O -0.701; H 0.108; H 0.222; H 0.189; H 0.469; C 0.275; O -0.510; H 0.128; H 0.109

---

Which of them is most stable, and which least? Most stable: b; least stable: a.

---

a.
Density functional theory data (ωB97M-V with the def2-TZVPD basis set) for an isolated molecule of C5H6N2OS.

Cartesian coordinates (Å):
N: -0.95 -1.01 -3.50
C: -1.53 -0.57 -2.61
S: -2.33 0.10 -1.30
N: -0.86 0.02 -0.16
C: 0.27 0.88 -0.45
C: 1.36 0.29 0.44
C: 0.57 -0.31 1.61
C: -0.81 -0.63 1.03
O: -1.67 -1.31 1.52
H: 0.03 1.92 -0.17
H: 0.52 0.85 -1.51
H: 2.08 1.04 0.76
H: 1.89 -0.50 -0.09
H: 0.42 0.42 2.41
H: 1.02 -1.20 2.04

Structure (SMILES): N#CSN1CCCC1=O
Net charge: 0
Kohn-Sham gap in eV: 9.6147
2S+1: 1

What are the natural (NBO) partial charges on each atom? They are as follows, in elementary charge units: N -0.276; C -0.003; S 0.513; N -0.518; C -0.222; C -0.405; C -0.495; C 0.668; O -0.579; H 0.189; H 0.216; H 0.222; H 0.216; H 0.232; H 0.244

---

b.
Density functional theory data (ωB97M-V with the def2-TZVPD basis set) for an isolated molecule of C5H6N2OS.

Cartesian coordinates (Å):
O: 3.12 -0.73 0.44
S: 1.98 -0.47 -0.44
C: 1.08 0.92 0.15
N: 0.73 2.10 -0.01
C: -0.57 2.40 -0.04
C: -1.41 1.28 -0.04
N: -0.79 0.15 0.12
C: -0.75 -1.22 -0.20
C: 0.66 -1.69 0.15
H: -0.88 3.43 -0.06
H: -2.48 1.38 -0.12
H: -0.95 -1.38 -1.26
H: -1.48 -1.79 0.39
H: 0.81 -1.74 1.22
H: 0.91 -2.65 -0.30

Structure (SMILES): O=S1#C/N=C\C=N\CC1
Net charge: 0
Kohn-Sham gap in eV: 8.4012
2S+1: 1

What are the natural (NBO) partial charges on each atom? They are as follows, in elementary charge units: O -0.945; S 1.277; C 0.085; N -0.355; C -0.167; C 0.045; N -0.448; C -0.236; C -0.553; H 0.212; H 0.207; H 0.198; H 0.207; H 0.240; H 0.233

---

c.
Density functional theory data (ωB97M-V with the def2-TZVPD basis set) for a structure of composition C5H6N2OS.

Cartesian coordinates (Å):
C: -1.10 -1.84 1.06
C: -3.15 -2.52 1.04
C: -1.71 -0.85 0.33
C: -1.03 0.21 -0.33
C: 1.62 0.81 -0.33
N: -1.96 -2.81 1.43
N: -1.25 1.19 -0.98
O: 0.74 0.01 0.37
S: -3.34 -1.07 0.13
H: 0.02 -1.77 1.15
H: -3.93 -3.06 1.36
H: 2.19 0.40 -1.23
H: 2.33 1.13 0.55
H: 1.02 1.71 -0.66
H: -0.47 1.61 -1.45

Net charge: 0
Kohn-Sham gap in eV: 9.1940
2S+1: 1

What are the natural (NBO) partial charges on each atom? They are as follows, in elementary charge units: C 0.049; C -0.115; C -0.455; C 0.624; C -0.242; N -0.412; N -0.626; O -0.683; S 0.501; H 0.277; H 0.205; H 0.161; H 0.194; H 0.125; H 0.395

---

Which of them is most stable, and which least? Most stable: a; least stable: b.

---

a.
Density functional theory data (ωB97M-V with the def2-TZVPD basis set) for a cluster of 2 separate species, C10H21N2OP in total.

Cartesian coordinates (Å):
C: -3.46 -1.87 0.07
C: 1.73 -0.55 0.56
C: -2.08 0.04 -0.83
C: -4.41 0.44 -0.58
C: -3.28 0.30 1.49
C: 2.20 -2.88 -0.02
C: 2.74 -1.06 -1.57
C: 3.49 1.17 0.48
C: 1.55 1.98 1.25
C: -3.29 -0.36 0.09
N: 2.41 -1.44 -0.20
N: 2.08 0.86 0.48
O: -2.66 -2.77 0.17
P: 0.43 -0.89 1.64
H: -1.99 1.02 -0.65
H: -1.26 -0.56 -0.41
H: -2.22 -0.30 -1.91
H: -4.90 -0.13 -1.47
H: -4.09 1.39 -0.82
H: -5.19 0.55 0.07
H: -2.42 0.00 2.25
H: -4.13 0.00 2.10
H: -3.19 1.46 1.44
H: 1.18 -3.03 -0.35
H: 2.68 -3.54 -0.73
H: 2.28 -3.04 1.09
H: 3.43 -1.84 -1.95
H: 1.78 -0.80 -2.25
H: 3.37 -0.07 -1.69
H: 3.69 2.11 -0.29
H: 3.97 1.54 1.51
H: 3.96 0.29 0.04
H: 1.84 2.78 0.67
H: 0.52 1.91 1.16
H: 1.86 1.91 2.37

Net charge: 0
Kohn-Sham gap (spin up / spin down) in eV: 6.9620 / 7.8927
2S+1: 1

What are the natural (NBO) partial charges on each atom? They are as follows, in elementary charge units: C 0.546; C 0.024; C -0.597; C -0.573; C -0.619; C -0.420; C -0.431; C -0.420; C -0.401; C -0.214; N -0.471; N -0.466; O -0.484; P 0.130; H 0.201; H 0.229; H 0.213; H 0.208; H 0.204; H 0.201; H 0.229; H 0.223; H 0.223; H 0.197; H 0.220; H 0.234; H 0.214; H 0.199; H 0.213; H 0.183; H 0.192; H 0.210; H 0.205; H 0.208; H 0.190

---

b.
Density functional theory data (ωB97M-V with the def2-TZVPD basis set) for an isolated molecule of C10H21N2OP.

Cartesian coordinates (Å):
C: 2.00 -0.88 -2.52
C: 1.82 -1.35 -1.29
C: -1.51 2.56 -1.83
C: -2.48 1.73 0.33
C: -0.47 3.29 0.40
C: -0.68 -1.73 1.42
C: 1.28 -3.23 1.03
C: 1.74 -1.03 1.95
C: -1.19 2.26 -0.41
C: 0.82 -1.76 0.99
N: -0.28 1.05 -0.50
N: 0.79 -1.22 -0.38
O: -1.45 -0.91 -1.98
P: -0.50 -0.33 -1.04
H: 2.88 -1.17 -3.03
H: 2.61 -1.93 -0.80
H: -2.39 3.16 -2.01
H: -0.63 3.08 -2.24
H: -1.73 1.63 -2.43
H: -2.01 1.25 1.10
H: -2.94 1.07 -0.39
H: -3.25 2.44 0.62
H: -0.55 3.24 1.51
H: 0.59 3.36 0.20
H: -0.82 4.28 0.09
H: -0.89 -2.69 1.79
H: -0.88 -0.90 2.03
H: -1.29 -1.68 0.50
H: 2.29 -3.42 0.84
H: 0.66 -3.96 0.36
H: 1.09 -3.48 2.05
H: 1.36 0.02 2.23
H: 1.77 -1.67 2.89
H: 2.78 -0.97 1.62
H: 1.47 -0.12 -3.08

Net charge: 0
Kohn-Sham gap in eV: 8.9311
2S+1: 1

What are the natural (NBO) partial charges on each atom? They are as follows, in elementary charge units: C -0.537; C 0.027; C -0.623; C -0.610; C -0.619; C -0.595; C -0.618; C -0.626; C 0.119; C 0.150; N -1.044; N -0.776; O -1.017; P 2.263; H 0.215; H 0.193; H 0.210; H 0.210; H 0.229; H 0.203; H 0.210; H 0.214; H 0.215; H 0.226; H 0.211; H 0.226; H 0.223; H 0.198; H 0.212; H 0.220; H 0.211; H 0.228; H 0.213; H 0.222; H 0.213

---

Which of them is most stable, and which least? Most stable: b; least stable: a.

---

a.
Density functional theory data (ωB97M-V with the def2-TZVPD basis set) for a cluster of 4 separate species, C4H16O3 in total.

Cartesian coordinates (Å):
C: -0.56 1.03 -2.28
C: 0.16 1.54 -1.02
C: 1.28 0.61 -0.54
C: 2.17 1.25 0.51
H: 0.13 0.54 -2.98
H: -0.98 1.90 -2.76
H: -1.35 0.32 -2.05
H: -0.61 1.79 -0.32
H: 0.68 2.47 -1.28
H: 1.91 0.31 -1.37
H: 0.84 -0.29 -0.13
H: 2.70 0.47 1.07
H: 1.64 1.81 1.29
H: 2.85 2.02 0.14
O: -1.10 -1.65 2.63
H: -0.34 -1.06 2.74
H: -1.88 -1.21 2.98
O: -3.23 -1.12 0.69
H: -3.27 -1.57 -0.17
H: -2.31 -1.19 0.95
O: 0.74 -2.50 0.54
H: 0.00 -2.61 -0.06
H: 0.55 -2.87 1.41

Structure (SMILES): CCCC.O.O.O
Net charge: 0
Kohn-Sham gap in eV: 11.2482
2S+1: 1

What are the natural (NBO) partial charges on each atom? They are as follows, in elementary charge units: C -0.601; C -0.391; C -0.409; C -0.608; H 0.198; H 0.208; H 0.195; H 0.199; H 0.184; H 0.195; H 0.215; H 0.210; H 0.195; H 0.204; O -0.963; H 0.484; H 0.486; O -0.954; H 0.467; H 0.480; O -0.956; H 0.476; H 0.485

---

b.
Density functional theory data (ωB97M-V with the def2-TZVPD basis set) for a cluster of 4 separate species, C4H16O3 in total.

Cartesian coordinates (Å):
C: -0.47 -1.49 0.32
C: -0.15 -0.21 -0.36
C: 1.10 0.44 0.36
C: -0.32 -0.32 -1.84
H: -1.46 -1.90 -0.02
H: 0.32 -2.29 0.30
H: -0.64 -1.32 1.44
H: -1.04 0.45 -0.30
H: 1.40 1.35 -0.15
H: 1.90 -0.33 0.47
H: 1.03 0.49 1.52
H: -0.48 -1.36 -2.05
H: -1.23 0.14 -2.12
H: 0.54 -0.04 -2.40
O: 3.76 -2.33 0.09
H: 2.82 -1.85 -0.01
H: 4.13 -2.82 -0.81
O: -1.70 3.71 0.17
H: -1.89 2.80 -0.26
H: -0.81 3.63 0.43
O: -2.18 1.13 1.35
H: -2.59 1.79 1.93
H: -2.05 0.32 1.96

Structure (SMILES): CC(C)C.O.O.O
Net charge: 0
Kohn-Sham gap in eV: 10.9110
2S+1: 1

What are the natural (NBO) partial charges on each atom? They are as follows, in elementary charge units: C -0.601; C -0.270; C -0.606; C -0.601; H 0.213; H 0.206; H 0.186; H 0.231; H 0.217; H 0.180; H 0.222; H 0.205; H 0.205; H 0.211; O -0.978; H 0.484; H 0.490; O -0.941; H 0.479; H 0.464; O -0.962; H 0.485; H 0.480

---

Which of them is most stable, and which least? Most stable: a; least stable: b.